The following is a DFT calculation (ωB97M-V/def2-TZVPD) of a molecular structure, C25H17F4FeN7O2S2Se4.

Properties
Kohn-Sham gap (alpha / beta) = 6.3 / 5.6 eV
multiplicity = 5
E_tot = -369036.066 eV
lowest unoccupied orbital energy (alpha / beta) = -0.8048 / -2.1996 eV
charge = 0
F_max = 0.39 eV/A

Geometry as XYZ:
```
62
Properties=species:S:1:pos:R:3:forces:R:3:mulliken_spin:R:1
Se 2.4255 -3.5816 -0.8294 -0.3 -0.1 -0.1 0.242
Se 3.6105 -0.2244 -0.2322 0.1 0.0 0.1 0.205
Se 4.2684 -2.3872 -0.2151 0.3 0.2 0.1 0.347
Se 0.8810 -2.0044 -1.4567 -0.1 0.0 -0.1 0.066
Fe 1.2368 -0.1937 0.1152 -0.2 -0.2 0.1 2.164
S 1.6347 1.3724 1.8841 0.0 0.1 0.0 -0.028
S 1.1918 3.2395 -1.6800 -0.2 0.1 0.0 0.009
F -1.4282 -5.7503 5.3169 0.0 -0.1 0.0 0.008
F -2.8207 -4.2998 3.6596 0.0 0.0 0.0 -0.003
F 2.5106 -3.5181 3.9351 0.1 0.0 0.0 0.006
F 1.1433 -2.0977 2.2718 -0.1 0.1 0.0 0.009
O -0.1332 3.5529 -2.1796 0.1 0.0 0.0 -0.001
O 2.1842 2.9369 -2.6703 0.0 0.0 -0.1 0.000
N -1.3063 -0.2071 -2.7659 0.0 -0.1 0.0 0.002
N 1.0904 2.0515 -0.5593 0.1 -0.1 0.0 0.005
N 3.9200 -5.2377 6.0326 -0.1 0.0 0.0 0.161
N -4.0977 -2.8259 1.1168 0.1 0.0 0.0 0.044
N -2.3437 1.5066 -4.2440 0.0 -0.1 0.1 0.000
N 0.4520 -7.3996 7.0966 0.0 0.1 0.0 0.161
N -0.7087 -0.3574 0.7156 0.3 0.2 -0.1 0.051
C 1.7193 4.4904 -0.5568 0.0 0.1 -0.1 0.001
C -2.9842 0.1760 -4.5274 0.1 0.2 0.0 0.000
C 1.1964 -3.7270 3.9026 0.0 0.0 0.0 0.079
C 1.4745 2.4721 0.6394 0.0 0.2 -0.1 -0.005
C 1.3914 -5.5030 5.6324 0.0 0.0 0.0 0.381
C 2.0022 5.8190 -0.7988 0.0 0.0 0.0 0.000
C 2.2004 4.6871 1.7840 0.0 0.0 0.0 -0.001
C -0.8620 1.4531 -4.5328 -0.2 0.0 0.0 -0.001
C -0.9333 -3.1157 2.8718 0.0 0.0 0.1 0.096
C -1.9318 0.8092 -1.9272 -0.1 0.0 0.0 0.007
C 2.7910 -5.3344 5.8211 0.0 0.0 0.0 -0.036
C -2.3019 -0.8606 -3.5971 0.0 0.0 0.0 -0.001
C 0.4624 -2.9747 3.0328 -0.1 -0.1 0.0 -0.032
C 1.8127 3.9225 0.6982 0.0 -0.1 0.0 -0.006
C 0.6303 -4.7231 4.7354 -0.1 0.0 -0.1 -0.045
C -1.7082 -2.3570 1.9458 0.1 0.0 -0.1 0.148
C -1.5003 -4.1040 3.7047 0.0 0.0 0.0 -0.041
C -3.0336 -2.6609 1.5310 0.0 0.0 0.0 -0.013
C 2.4797 6.0297 1.5659 0.0 0.0 0.0 0.000
C -0.7727 -4.8615 4.5762 0.1 0.0 0.0 0.078
C 0.8345 -6.5370 6.4347 0.0 -0.1 0.0 -0.037
C -0.2666 0.3731 -3.6061 0.0 -0.1 -0.1 0.020
C 2.3850 6.5881 0.2932 0.0 0.0 0.0 0.000
C -2.5861 1.8991 -2.8062 0.0 0.0 -0.2 0.000
C -1.1557 -1.2669 1.2772 -0.2 -0.1 0.1 -0.026
H 1.9343 6.2422 -1.7920 0.0 0.0 0.0 0.000
H -2.6734 0.3258 -1.2914 0.0 0.0 0.0 0.000
H -3.0426 -1.3430 -2.9611 0.0 0.0 0.0 0.001
H -1.8140 -1.6325 -4.1915 0.0 0.0 0.0 -0.001
H -1.1807 1.2561 -1.2813 0.0 0.0 0.0 -0.005
H -3.6657 1.9713 -2.6827 0.0 0.0 0.0 0.000
H 0.5108 0.7938 -2.9783 0.1 0.1 0.1 -0.009
H 2.2859 4.2409 2.7664 0.0 0.0 0.0 0.000
H -2.8376 -0.0294 -5.5866 0.0 0.0 0.0 0.000
H -0.7649 1.2174 -5.5919 0.0 0.0 0.0 0.000
H 2.7809 6.6557 2.3956 0.0 0.0 0.0 0.000
H -4.0492 0.2934 -4.3336 0.0 0.0 0.0 0.000
H -0.4646 2.4438 -4.3292 0.0 0.0 0.0 0.000
H -2.1224 2.8728 -2.6670 0.0 0.0 0.0 0.000
H 2.6167 7.6362 0.1554 0.0 0.0 0.0 0.000
H 0.1948 -0.4221 -4.1907 0.0 0.0 0.0 -0.001
H -2.7623 2.2089 -4.8462 0.0 0.0 0.0 0.000
```
Forces are in eV/Å.

=====

The following is a DFT calculation (ωB97M-V/def2-TZVPD) of C25H17FN4O2 in the gas phase in a non-equilibrium geometry.

Properties
Kohn-Sham gap = 8.3 eV
E_tot = -38973.202 eV
structure (SMILES) = Cn1c(C(=O)c2ccc(Oc3ncccc3-c3ccnc(F)c3)cc2)nc2ccccc21
lowest unoccupied orbital energy = -0.5174 eV
charge = 0
F_max = 3.20 eV/A

Geometry as XYZ:
```
49
Properties=species:S:1:pos:R:3:forces:R:3:lowdin_charge:R:1
F -3.0209 7.2221 -4.2486 0.2 -1.1 0.3 0.075
O -0.1897 2.4646 -1.2668 1.1 0.3 -0.6 0.042
O 1.2095 -1.0800 3.7599 -0.6 -0.9 -0.2 0.084
N 2.1210 3.0154 -1.4895 -0.8 -0.2 -0.1 0.151
N 0.3728 -3.8884 3.6746 0.4 0.5 1.5 0.011
N 0.0303 -3.5244 1.4948 -0.4 -0.2 0.5 0.179
N -3.3409 4.9401 -4.5412 -0.2 1.5 0.4 0.123
C 0.4664 -3.6200 5.1556 -0.3 0.7 -1.1 0.015
C 0.1685 1.4860 -0.3648 -0.2 -0.9 1.0 -0.279
C 0.3913 -2.9481 2.6272 -1.1 -2.9 -0.7 -0.191
C 0.0476 1.8168 0.9735 -0.2 -0.8 1.4 0.006
C -1.4429 5.6632 -3.2929 0.3 1.6 -0.5 0.048
C 0.7005 -1.5316 2.7297 1.6 2.0 1.9 -0.262
C -2.9573 3.6699 -4.3403 0.0 0.3 0.2 -0.127
C -0.0379 -5.1056 3.1444 -0.2 0.2 -0.4 -0.174
C 0.4903 0.1723 -0.7126 0.7 0.0 0.3 0.025
C -0.1997 -6.4202 3.6047 0.2 -1.3 0.2 -0.015
C -0.9638 4.3492 -3.1844 -0.7 1.3 -0.7 -0.167
C 2.7482 4.7206 -3.0455 0.8 -0.4 0.0 -0.075
C 0.8190 3.2189 -1.8126 1.8 0.1 -0.5 -0.236
C -0.2815 -4.8601 1.7991 0.4 1.6 -1.5 -0.213
C 3.0785 3.7275 -2.1055 -0.9 0.7 -0.5 -0.109
C 0.4432 4.1599 -2.7709 -0.2 0.2 -0.2 -0.100
C -0.7509 -5.8137 0.8812 0.0 -0.8 1.1 -0.011
C 1.4428 4.9245 -3.4041 -0.7 -0.5 0.8 -0.015
C 0.2166 0.8285 1.9565 0.4 0.0 0.6 0.005
C -0.5964 -7.4333 2.6976 0.6 1.3 0.4 -0.077
C 0.7101 -0.8052 0.3072 -0.8 0.1 -1.3 -0.005
C -0.9291 -7.1061 1.3575 0.1 0.2 0.1 -0.094
C -2.6313 5.9507 -4.0081 0.6 -2.8 -0.2 -0.301
C -1.7833 3.3498 -3.6962 0.6 -0.9 0.6 -0.024
C 0.5183 -0.5310 1.6615 -0.5 1.3 -1.9 -0.147
H -3.5932 2.8330 -4.6846 0.2 0.9 -0.1 0.119
H 0.0568 -6.7302 4.6277 -0.1 0.3 -0.5 0.105
H -1.4733 2.3109 -3.5604 -0.2 0.3 -0.2 0.120
H -0.9788 -5.5807 -0.1440 0.1 0.3 -0.1 0.108
H 1.3228 -2.9773 5.3998 -0.4 -0.2 -0.3 0.085
H -0.4737 -3.1322 5.4645 0.5 -0.1 0.0 0.100
H 0.1729 1.1576 3.0085 -0.2 -0.4 -0.6 0.122
H 1.2037 5.6731 -4.1538 -0.2 -0.2 0.1 0.125
H 4.1551 3.5643 -1.9134 -0.9 -0.3 0.3 0.116
H 0.9065 -1.8324 -0.0097 0.1 0.4 0.1 0.101
H -0.5091 -8.4710 3.0335 -0.5 0.4 -0.1 0.102
H 0.5666 -4.5418 5.7045 0.0 -0.5 -0.1 0.071
H 3.5004 5.3018 -3.5655 0.2 -0.2 0.2 0.101
H -1.3414 -7.8544 0.6829 0.3 0.0 0.2 0.099
H 0.6791 -0.0540 -1.7749 -0.3 -0.1 0.7 0.125
H -0.7915 6.5104 -2.9784 -0.7 -0.7 -0.1 0.134
H -0.2517 2.8106 1.3227 0.3 -0.3 -0.5 0.128
```
Forces are in eV/Å.

=====

What is the formula in the first record? C25H17F4FeN7O2S2Se4